Here is a molecular structure, C37H28AsCl5MnNO6P2S in a non-equilibrium geometry from the Open Molecules 2025 dataset. Energies are from ωB97M-V/def2-TZVPD.

Summary:
- HOMO energy (spin up / spin down): -0.3322 / -0.3306 Eh
- E_tot: -8701.60619 Eh
- F_max: 2.0 eV/A
- Orbital gap (spin up / spin down): 7.34 / 8.29 eV
- Spin multiplicity: 5
- Energy relative to the best compared isomer or geometry (same formula, charge and spin): 1.7253 eV

```
82
Properties=species:S:1:pos:R:3:forces:R:3
Mn -0.683879 -0.912136 0.130641 -0.34 -0.72 -0.17
Cl 0.635058 -0.594527 2.067437 0.69 0.56 0.76
C 0.388644 -2.313793 1.964377 -0.03 -0.70 -0.48
C 0.045088 -2.725291 0.679665 0.22 -0.42 0.84
C -0.066865 -4.108830 0.545279 -0.04 0.26 -0.08
Cl -0.253133 -4.808603 -1.009310 0.00 0.03 -0.28
C -0.008682 -4.970823 1.641261 0.01 0.08 -0.07
Cl -0.282592 -6.648483 1.432464 0.03 -0.14 0.01
C 0.251189 -4.477061 2.916347 0.01 0.13 -0.03
Cl 0.278773 -5.514811 4.273039 0.02 -0.09 0.09
C 0.498632 -3.121237 3.078800 0.03 0.10 0.12
Cl 0.879461 -2.456322 4.611173 0.03 0.08 0.06
C -0.236176 1.363666 -2.927294 0.04 0.26 -0.07
N 0.138337 -0.086841 -2.953753 -0.02 -0.27 0.73
P 1.653019 -0.143762 -2.016467 0.25 -0.17 -0.30
C 2.814888 0.502659 -3.292525 -0.17 0.16 -0.02
C 2.436082 0.760654 -4.606414 0.05 -0.03 0.03
C 3.373490 1.201427 -5.529529 0.04 0.01 -0.01
C 4.694423 1.383427 -5.149304 -0.02 0.00 -0.06
C 5.078316 1.123783 -3.841662 0.05 0.01 0.05
C 4.142542 0.692482 -2.915829 -0.12 0.01 0.04
C 2.324986 -1.848927 -2.081688 -0.14 0.09 0.13
C 2.344351 -2.672589 -3.202574 -0.04 -0.05 0.13
C 3.051923 -3.862496 -3.174218 -0.07 -0.03 -0.14
C 3.780669 -4.218212 -2.048361 0.01 -0.01 0.12
C 3.783109 -3.393990 -0.932576 0.08 -0.08 -0.04
C 3.054324 -2.215421 -0.950123 -0.22 0.05 0.00
P -1.101664 -1.038323 -2.199946 -0.33 0.46 -1.90
C -1.351516 -2.488644 -3.267035 0.11 -0.23 0.36
C -0.833340 -2.610087 -4.548465 0.18 0.06 0.08
C -1.221523 -3.675903 -5.346894 -0.04 -0.05 -0.06
C -2.136345 -4.606050 -4.875214 0.00 0.04 -0.05
C -2.678826 -4.467787 -3.604897 -0.05 -0.01 0.03
C -2.288399 -3.410231 -2.803633 0.03 0.12 -0.03
C -2.651385 -0.208275 -2.704384 -0.06 0.07 0.39
C -2.881591 0.030300 -4.062493 -0.03 -0.06 0.03
C -4.065898 0.616097 -4.465075 0.09 -0.03 -0.13
C -5.040920 0.944972 -3.528634 -0.01 0.01 0.10
C -4.824205 0.689547 -2.186754 -0.09 0.00 -0.09
C -3.628931 0.114674 -1.772886 0.15 -0.04 0.01
H 0.656108 1.958279 -3.123786 -0.04 -0.02 -0.04
H -0.643298 1.671555 -1.961312 0.02 -0.03 -0.05
H -0.968139 1.571116 -3.702310 0.07 0.01 -0.03
H 1.408779 0.612197 -4.909763 -0.03 -0.02 -0.02
H 3.069700 1.406969 -6.548098 0.00 -0.01 0.00
H 5.422148 1.728492 -5.872100 0.01 0.00 0.01
H 6.109057 1.263473 -3.542415 -0.01 0.00 0.01
H 4.438906 0.490411 -1.892253 0.06 0.02 -0.01
H 1.811875 -2.375684 -4.091944 -0.02 0.00 -0.12
H 3.041832 -4.517001 -4.036836 0.02 0.04 -0.02
H 4.353190 -5.136669 -2.042447 -0.04 -0.02 0.01
H 4.352401 -3.669938 -0.054142 -0.01 0.02 0.00
H 3.052954 -1.557151 -0.087278 -0.01 -0.07 0.04
H -0.135038 -1.871236 -4.922852 -0.02 0.00 0.02
H -0.821210 -3.774552 -6.347762 0.03 0.01 0.01
H -2.441463 -5.429394 -5.507719 0.01 -0.01 0.01
H -3.404049 -5.184017 -3.242067 0.00 0.01 0.02
H -2.708296 -3.281062 -1.811308 -0.06 -0.11 -0.02
H -2.137727 -0.250279 -4.797801 -0.01 0.03 -0.04
H -4.234115 0.808935 -5.516958 -0.01 0.00 0.00
H -5.967681 1.398765 -3.854960 -0.01 0.00 0.01
H -5.572801 0.934107 -1.445680 0.04 0.03 0.02
H -3.476945 -0.073810 -0.722806 -0.09 0.05 -0.07
O -1.385389 2.925820 1.759302 0.14 -0.40 0.03
As -2.212082 1.391831 1.355800 -0.03 1.79 0.48
O -3.664622 1.842986 0.817062 -0.48 -0.35 -0.25
O -1.107222 0.862693 0.132315 0.12 0.18 0.04
C -2.128567 0.614026 3.146155 -0.01 -0.17 -0.45
C -1.643747 1.390831 4.191701 0.05 0.04 -0.03
C -1.652774 0.881607 5.481647 -0.04 0.03 0.08
C -2.156694 -0.385146 5.743680 -0.02 0.02 -0.01
C -2.641511 -1.161148 4.704551 -0.02 0.04 -0.06
C -2.625367 -0.654375 3.414351 0.09 -0.16 -0.20
S -3.182206 -1.752895 2.125989 0.01 -0.57 0.30
O -4.610393 -1.727457 2.086768 -0.03 0.16 -0.11
O -2.553566 -3.026484 2.384212 -0.05 0.12 0.02
O -2.576642 -1.109046 0.895362 0.11 -0.06 0.14
H -1.791704 3.606166 1.207692 -0.06 -0.06 0.04
H -1.256766 2.379655 3.992664 -0.02 -0.01 -0.01
H -1.267775 1.487722 6.291372 0.00 0.00 0.00
H -2.167091 -0.767671 6.755657 0.02 -0.01 0.00
H -3.016610 -2.164849 4.856869 0.02 0.01 0.11
```
Forces are in eV/Å.